Arrangement i

This record from the OMol25 dataset describes C4H6N4 as an isolated structure. The level of theory is ωB97M-V with the def2-TZVPD basis set.

Each line ends with the natural charge from an NBO analysis.
Atoms and positions in Å:
N  -2.72442  -0.06778  -0.10692  -0.775
N  -0.61081  1.15226  0.19964  -0.466
N  -0.54858  -1.13065  0.37208  -0.507
N  0.51628  0.67713  -0.54131  -0.258
C  0.54959  -0.61673  -0.26025  0.441
C  2.03919  -0.81757  -0.14519  -0.473
C  -1.37976  -0.06460  0.24811  0.508
C  1.90267  0.74370  0.34039  -0.220
H  2.36232  -1.66789  0.57660  0.247
H  -3.16365  -1.04437  -0.53242  0.369
H  2.39574  -1.14358  -1.10748  0.246
H  -1.14207  1.71226  -0.70148  0.407
H  1.70692  0.97055  1.43736  0.251
H  2.74330  1.28742  -0.23536  0.231

Arrangement ii

This record from the OMol25 dataset describes a 3-piece molecular cluster, C4H6N4 overall. The level of theory is ωB97M-V with the def2-TZVPD basis set.

Each line ends with the natural charge from an NBO analysis.
Atoms and positions in Å:
N  -1.50467  -0.84028  -1.01068  -0.650
N  -1.46984  1.49674  1.23112  -0.652
N  0.64252  0.84596  1.35726  -0.462
N  -0.49661  0.20559  -0.60468  -0.309
C  -0.56296  0.74595  0.73767  0.510
C  0.64076  -0.32768  -1.12235  0.092
C  1.93155  -0.16683  -0.57400  -0.400
C  1.71175  0.49076  0.75761  0.148
H  -2.53616  1.13631  1.08884  0.333
H  2.88645  -0.81898  -0.74418  0.261
H  0.22794  -1.28080  -1.79654  0.249
H  -1.49644  -2.02884  -0.24587  0.339
H  2.70530  0.70741  1.37087  0.186
H  -2.67960  -0.16529  -0.44506  0.355

Stability comparison, relative energies in kJ/mol: arrangement i 0.0; arrangement ii 255.1

Arrangement i

This record from the OMol25 dataset describes a single C4H6N4 molecule. The level of theory is ωB97M-V with the def2-TZVPD basis set.

The SMILES is C1=NN=C[C@H]2CN2N1.

Each line ends with the natural charge from an NBO analysis.
Atoms and positions in Å:
N  0.39364  0.11521  -1.03523  -0.288
N  1.32867  -0.66623  -0.44879  -0.496
N  -0.51431  0.93673  1.52103  -0.229
N  0.25845  -0.25868  1.75680  -0.330
C  -0.54619  -0.02593  -2.05725  -0.199
C  -0.96456  -0.01880  -0.66238  -0.188
C  1.06610  -0.85339  0.97842  0.229
C  -1.21111  0.98678  0.41180  0.103
H  -0.70693  0.85323  -2.77044  0.214
H  -1.81173  1.86004  0.20876  0.193
H  2.28746  -0.42187  -0.73428  0.395
H  -1.21491  -0.98620  -0.24634  0.206
H  1.62674  -1.63222  1.47995  0.196
H  -0.51118  -1.09415  -2.51782  0.194

Arrangement ii

This record from the OMol25 dataset describes a single C4H6N4 molecule. The level of theory is ωB97M-V with the def2-TZVPD basis set.

The SMILES is c1nc2n(n1)NCC2.

Each line ends with the natural charge from an NBO analysis.
Atoms and positions in Å:
N  0.84823  -1.34726  -0.14261  -0.430
N  -0.46449  -0.55902  -0.54178  -0.006
N  -1.61478  -1.23887  -0.32031  -0.349
N  -1.91401  0.92492  0.01496  -0.498
C  -2.55357  -0.23109  0.12990  0.143
C  1.68435  -0.21138  0.15299  -0.230
C  -0.60651  0.67215  -0.37237  0.319
C  0.85426  1.18403  -0.18986  -0.389
H  -3.57966  -0.30246  0.62161  0.231
H  2.65891  -0.23810  -0.31169  0.211
H  0.93168  1.83727  0.51402  0.205
H  0.94709  -2.08957  0.38850  0.386
H  1.14264  1.78469  -1.18394  0.220
H  1.66587  -0.18534  1.24058  0.185

Arrangement iii

This record from the OMol25 dataset describes a single C4H6N4 molecule. The level of theory is ωB97M-V with the def2-TZVPD basis set.

The SMILES is C[C@@H]1Nc2n[nH]nc21.

Each line ends with the natural charge from an NBO analysis.
Atoms and positions in Å:
N  1.66215  -1.19890  0.07555  -0.253
N  2.65383  -0.26842  0.12309  -0.183
N  2.27700  1.01177  -0.10874  -0.239
N  -0.34464  1.61102  0.27015  -0.585
C  -0.84455  -0.08958  0.47348  -0.009
C  0.63596  -0.50265  -0.00197  0.026
C  -1.97600  -0.55906  -0.33560  -0.659
C  0.90119  0.87306  -0.14067  0.222
H  -0.91052  1.83487  -0.51944  0.347
H  3.55280  -0.62859  -0.29556  0.400
H  -1.90907  0.16372  -1.32374  0.240
H  -1.75563  -1.65148  -0.15505  0.261
H  -3.00679  -0.26036  0.41326  0.214
H  -0.93572  -0.33543  1.52524  0.218

Stability comparison, relative energies in kJ/mol: arrangement i 24.5; arrangement ii 0.0; arrangement iii 46.8

Arrangement i

This record from the OMol25 dataset describes a single C4H6N4 molecule. The level of theory is ωB97M-V with the def2-TZVPD basis set.

The SMILES is N#CNCCN=C=N.

Each line ends with the natural charge from an NBO analysis.
Atoms and positions in Å:
N  -2.78673  1.47233  0.07996  -0.727
N  -0.60425  0.54709  -0.01055  -0.536
N  -0.76729  -2.49914  -1.20223  -0.370
N  0.89040  -1.53679  0.32090  -0.623
C  1.52690  -0.29354  -0.20910  -0.248
C  -1.68248  1.00835  0.15883  0.671
C  0.78927  0.93748  0.11732  -0.249
C  -0.17205  -1.93571  -0.38960  0.403
H  0.79404  1.66841  -0.74268  0.236
H  0.55632  -1.21338  1.23793  0.379
H  -3.47635  1.37011  0.80557  0.398
H  0.85074  1.32895  1.12610  0.208
H  1.47064  -0.31361  -1.31223  0.219
H  2.61085  -0.54053  0.01979  0.237

Arrangement ii

This record from the OMol25 dataset describes a single C4H6N4 molecule. The level of theory is ωB97M-V with the def2-TZVPD basis set.

The SMILES is c1nn[nH]c1N1CC1.

Each line ends with the natural charge from an NBO analysis.
Atoms and positions in Å:
N  -2.62694  -0.48677  -0.32308  -0.240
N  -1.42976  1.22012  -0.49335  -0.349
N  -2.69964  0.77845  -0.44612  -0.070
N  0.85285  0.51455  -0.37790  -0.414
C  -0.50396  0.22414  -0.34407  0.267
C  1.74806  -0.62664  -0.22903  -0.258
C  1.44792  0.32442  0.92027  -0.242
C  -1.37774  -0.93019  -0.18825  -0.171
H  0.68896  -0.01778  1.64983  0.204
H  1.44025  -1.69113  -0.08684  0.210
H  2.25337  0.94827  1.27070  0.208
H  -1.36647  2.22511  -0.65523  0.423
H  2.75397  -0.54545  -0.71143  0.215
H  -1.18087  -1.93711  0.01450  0.216

Stability comparison, relative energies in kJ/mol: arrangement i 0.0; arrangement ii 20.5